# 1
ORCA calculation (the ωB97M-V functional and the def2-TZVPD basis) on a molecular structure, C24H28F10MnN9O20S10 in a non-equilibrium geometry.

Atoms and positions in Å:
Mn -2.921 0.114 0.418
C 2.590 11.768 -5.207
N 2.258 10.973 -4.077
C 1.166 11.357 -3.321
C 0.697 10.468 -2.370
C 1.526 9.366 -1.969
C 2.803 9.259 -2.511
C 3.083 10.014 -3.665
C 1.073 8.346 -1.025
C 0.510 8.671 0.164
C 0.008 7.634 0.997
N 0.109 6.323 0.666
C 0.831 6.006 -0.424
C 1.285 6.945 -1.318
C -0.695 5.301 1.361
H 2.575 11.176 -6.123
H 3.605 12.164 -5.191
H 1.924 12.626 -5.299
H 0.549 12.160 -3.693
H -0.247 10.638 -1.874
H 3.499 8.500 -2.185
H 4.040 9.950 -4.160
H 0.383 9.713 0.419
H -0.480 7.818 1.943
H 1.004 4.949 -0.561
H 1.848 6.654 -2.192
H -1.667 5.677 1.042
H -0.622 5.448 2.439
H -0.408 4.318 0.990
C -1.806 -4.747 2.633
N -0.799 -5.622 2.042
C -0.451 -6.578 2.836
C 0.530 -7.516 2.491
C 1.143 -7.362 1.211
C 0.738 -6.272 0.349
C -0.290 -5.426 0.792
C 2.284 -8.286 0.869
C 2.448 -8.643 -0.512
C 3.656 -9.195 -0.872
N 4.541 -9.576 0.045
C 4.357 -9.411 1.379
C 3.203 -8.746 1.833
C 5.697 -10.380 -0.424
H -2.810 -5.160 2.729
H -1.847 -3.793 2.106
H -1.432 -4.306 3.557
H -1.000 -6.599 3.766
H 0.770 -8.407 3.052
H 1.249 -6.083 -0.583
H -0.674 -4.566 0.265
H 1.735 -8.438 -1.298
H 3.896 -9.461 -1.891
H 5.109 -9.884 1.993
H 3.065 -8.553 2.887
H 6.381 -9.886 -1.113
H 5.230 -11.177 -1.003
H 6.267 -10.797 0.407
N -3.131 -1.621 -0.614
S -2.515 -2.440 -1.762
O -3.150 -2.308 -3.067
O -1.860 -3.714 -1.408
F -1.155 -1.565 -2.073
S -4.461 -2.787 -0.421
O -3.995 -4.135 0.066
O -5.536 -2.618 -1.314
F -5.041 -2.107 0.926
N -1.481 1.075 -0.547
S 0.166 1.015 -0.103
O 0.448 2.007 0.932
O 1.194 0.784 -1.122
F 0.155 -0.356 0.761
S -1.272 2.038 -1.729
O -1.420 1.555 -3.112
O -0.462 3.227 -1.530
F -2.758 2.643 -1.669
N -4.785 1.004 0.122
S -6.062 1.241 1.165
O -6.733 -0.016 1.547
O -6.868 2.420 1.040
F -5.117 1.694 2.385
S -5.642 1.265 -1.065
O -5.882 2.662 -1.406
O -6.776 0.510 -1.495
F -4.530 0.811 -2.102
N -2.706 0.110 2.416
S -2.456 -1.094 3.679
O -3.410 -1.150 4.812
O -1.073 -1.628 3.707
F -3.298 -2.213 2.882
S -2.305 1.221 3.437
O -0.899 1.052 3.904
O -3.308 1.711 4.337
F -2.198 2.278 2.230
N 2.766 -3.860 -0.421
S 4.079 -4.367 0.441
O 3.833 -5.529 1.311
O 5.207 -3.451 0.696
F 4.619 -5.092 -0.844
S 2.378 -2.791 0.493
O 3.171 -1.539 0.360
O 1.664 -3.008 1.734
F 1.091 -2.399 -0.399

Computed properties:
E_LUMO (alpha / beta) in eV: -5.8 / -5.8
Spin multiplicity: 6
Charge: +1

These are the Löwdin partial charges, in e, on atoms 1 to 8: 0.823 0.003 -0.096 0.050 0.076 -0.120 0.066 0.035



# 2
ORCA calculation (the ωB97M-V functional and the def2-TZVPD basis) on a single C24H28FN3O2S molecule in a non-equilibrium geometry.

Atoms and positions in Å:
C -5.812 -0.545 2.371
H -4.802 -0.245 2.637
H -6.437 0.343 2.354
H -6.194 -1.217 3.136
C -5.804 -1.252 1.018
N -5.165 -0.442 -0.003
C -4.451 -1.178 -1.029
H -4.444 -2.245 -0.784
C -2.993 -0.710 -1.146
C -2.325 -0.713 0.227
N -1.006 -0.101 0.185
C 0.091 -0.884 -0.034
N 1.307 -0.543 0.183
C 2.203 -1.522 -0.136
C 1.625 -2.670 -0.601
S -0.089 -2.529 -0.661
H 2.085 -3.589 -0.901
C 3.622 -1.254 0.036
C 4.605 -2.155 -0.359
C 5.947 -1.864 -0.196
C 6.336 -0.653 0.368
C 5.352 0.256 0.767
C 4.021 -0.041 0.605
H 3.260 0.658 0.913
H 5.667 1.192 1.199
O 7.623 -0.265 0.573
C 8.661 -1.133 0.188
H 8.615 -2.082 0.732
H 8.641 -1.330 -0.889
H 9.585 -0.617 0.442
H 6.680 -2.589 -0.515
H 4.329 -3.098 -0.805
C -0.930 1.267 0.380
O -1.900 1.902 0.731
C 0.381 1.912 0.091
C 1.039 2.609 1.097
C 2.226 3.267 0.829
C 2.728 3.234 -0.459
C 2.073 2.573 -1.484
C 0.893 1.914 -1.203
H 0.367 1.396 -1.991
H 2.490 2.582 -2.479
F 3.886 3.871 -0.727
H 2.760 3.800 1.600
H 0.623 2.624 2.092
H -2.236 -1.729 0.617
H -2.943 -0.115 0.900
H -2.460 -1.366 -1.837
H -2.959 0.307 -1.536
H -4.938 -1.071 -2.008
C -6.028 0.603 -0.521
C -5.238 1.769 -1.107
H -4.793 1.504 -2.063
H -5.900 2.616 -1.267
H -4.450 2.063 -0.419
H -6.726 0.208 -1.283
H -6.625 0.979 0.310
H -5.236 -2.179 1.125
H -6.838 -1.523 0.738

Computed properties:
E_LUMO in eV: 0.5
SMILES: CCN(CC)CCCN(C(=O)c1ccc(F)cc1)c1nc(-c2ccc(OC)cc2)cs1
Energy relative to the best compared isomer or geometry (same formula, charge and spin) in eV: 0.0700

These are the natural (NBO) partial charges, in e, on atoms 1 to 8: -0.609 0.210 0.202 0.208 -0.201 -0.474 -0.212 0.191



# 3
ORCA calculation (the ωB97M-V functional and the def2-TZVPD basis) on a molecular structure, C24H28MnN4STe.

Atoms and positions in Å:
Mn -1.534 0.373 0.727
C -0.357 -0.095 3.783
N -0.426 0.698 2.560
C 0.160 1.847 2.525
C 0.147 2.631 1.328
C 0.630 3.909 1.069
C 0.307 4.179 -0.269
C -0.345 3.048 -0.749
N -0.434 2.095 0.203
C 1.002 -0.720 3.996
C 1.602 -0.703 5.246
C 2.838 -1.303 5.445
C 3.483 -1.922 4.391
C 2.891 -1.938 3.135
C 1.661 -1.342 2.938
H -1.112 -0.882 3.708
H -0.625 0.518 4.651
H 0.675 2.240 3.404
H 1.151 4.552 1.760
H 0.541 5.069 -0.828
H -0.707 2.860 -1.749
H 1.097 -0.215 6.072
H 3.295 -1.281 6.426
H 4.448 -2.389 4.541
H 3.393 -2.418 2.305
H 1.208 -1.352 1.955
C 3.547 -2.743 -3.713
C 2.219 -2.494 -3.060
C 1.350 -1.528 -3.536
C 0.118 -1.290 -2.939
C -0.754 -0.231 -3.535
C -0.270 -2.038 -1.815
Te -2.180 -1.737 -0.954
C 0.598 -3.025 -1.325
C 0.297 -3.901 -0.144
C 1.821 -3.229 -1.955
H 3.697 -2.083 -4.567
H 3.627 -3.772 -4.067
H 4.368 -2.576 -3.014
H 1.635 -0.941 -4.402
H -0.236 0.269 -4.354
H -1.027 0.510 -2.781
H -1.691 -0.644 -3.911
H -0.642 -3.646 0.340
H 1.098 -3.827 0.593
H 0.241 -4.946 -0.454
H 2.482 -3.994 -1.561
S -3.792 1.389 1.327
C -3.874 2.046 -0.251
N -3.744 3.341 -0.540
C -3.731 3.588 -1.977
C -3.832 2.161 -2.561
N -4.051 1.337 -1.373
H -3.436 3.988 0.163
H -2.807 4.093 -2.266
H -4.581 4.204 -2.272
H -2.914 1.854 -3.065
H -4.665 2.069 -3.257
H -3.858 0.337 -1.350

Computed properties:
E_LUMO (alpha / beta) in eV: 0.5 / 0.3
Spin multiplicity: 6
Energy relative to the best compared isomer or geometry (same formula, charge and spin) in eV: 0.1099

These are the natural (NBO) partial charges, in e, on atoms 1 to 8: 1.341 -0.250 -0.643 0.196 -0.049 -0.232 -0.342 -0.038



# 4
ORCA calculation (the ωB97M-V functional and the def2-TZVPD basis) on a molecular structure, C24H28N2O2 in a non-equilibrium geometry.

Atoms and positions in Å:
C -2.277 0.001 3.057
C -1.133 0.910 2.614
C 0.095 0.234 2.084
C 1.386 0.885 2.501
C 2.541 -0.065 2.827
O 1.594 2.091 2.459
O -1.322 2.127 2.567
H -2.029 -1.066 3.047
H -2.495 0.308 4.099
H -3.187 0.130 2.431
H 0.085 -0.873 2.008
H 2.207 -1.087 3.068
H 3.277 -0.139 1.990
H 3.028 0.378 3.722
C 5.635 -1.742 -2.267
N 5.092 -0.529 -1.725
C 5.948 0.513 -1.192
C 4.965 1.568 -0.640
C 3.623 0.974 -0.856
C 3.779 -0.262 -1.530
C 2.655 -1.030 -1.886
C 1.389 -0.608 -1.477
C 1.242 0.481 -0.572
C 0.055 0.722 0.210
C -1.282 0.329 -0.251
C -2.368 1.250 -0.188
C -3.656 0.845 -0.444
C -3.894 -0.517 -0.765
N -5.214 -0.749 -0.847
C -5.814 -2.028 -1.140
C -6.016 0.420 -0.530
C -4.967 1.526 -0.278
C -2.832 -1.428 -0.881
C -1.542 -1.025 -0.555
C 2.385 1.328 -0.372
H 4.871 -2.274 -2.836
H 6.466 -1.477 -2.923
H 6.012 -2.401 -1.481
H 6.583 0.101 -0.391
H 6.598 0.905 -1.989
H 5.158 1.779 0.423
H 5.105 2.508 -1.194
H 2.801 -1.951 -2.460
H 0.507 -1.109 -1.880
H 0.094 1.639 0.792
H -2.157 2.291 0.057
H -5.165 -2.603 -1.809
H -5.962 -2.616 -0.229
H -6.787 -1.854 -1.590
H -6.706 0.649 -1.357
H -6.607 0.222 0.380
H -5.092 1.954 0.733
H -5.117 2.335 -1.001
H -3.060 -2.455 -1.190
H -0.748 -1.770 -0.522
H 2.257 2.254 0.180

Computed properties:
E_LUMO in eV: 0.3
Energy relative to the best compared isomer or geometry (same formula, charge and spin) in eV: 4.1533

These are the natural (NBO) partial charges, in e, on atoms 1 to 8: -0.716 0.575 -0.461 0.587 -0.722 -0.562 -0.554 0.213



# 5
ORCA calculation (the ωB97M-V functional and the def2-TZVPD basis) on a single C24H28N2O3 molecule.

Atoms and positions in Å:
C 4.294 1.421 1.352
H 3.623 2.176 1.761
O 3.466 0.438 0.779
C 4.046 -0.741 0.372
C 5.418 -0.907 0.236
C 5.938 -2.113 -0.203
C 5.094 -3.162 -0.508
C 3.727 -2.997 -0.363
C 3.179 -1.803 0.079
C 1.687 -1.676 0.213
H 1.419 -1.006 1.031
H 1.272 -2.662 0.428
C 1.041 -1.155 -1.075
N 1.173 0.281 -1.185
C 0.128 1.050 -1.530
O -0.929 0.584 -1.914
C 0.368 2.571 -1.518
C 1.298 3.069 -0.408
H 2.317 2.704 -0.543
C 0.753 2.639 0.965
N -0.671 2.381 0.878
C -1.107 1.118 1.152
O -0.360 0.313 1.694
C -2.493 0.767 0.804
C -2.850 -0.521 0.790
C -4.147 -1.069 0.441
C -5.284 -0.278 0.263
C -6.496 -0.850 -0.069
C -6.602 -2.222 -0.235
C -5.484 -3.021 -0.060
C -4.272 -2.451 0.278
H -3.402 -3.078 0.414
H -5.560 -4.091 -0.186
H -7.551 -2.665 -0.497
H -7.367 -0.224 -0.201
H -5.222 0.791 0.395
H -2.085 -1.244 1.048
H -3.183 1.547 0.532
C -1.351 3.396 0.109
H -1.014 4.362 0.500
C -0.991 3.273 -1.383
H -1.733 2.665 -1.902
H -0.965 4.262 -1.841
H -2.428 3.345 0.255
H 0.935 3.420 1.713
H 1.218 1.712 1.307
H 1.339 4.159 -0.474
H 0.802 2.811 -2.495
H 1.999 0.675 -0.765
H 1.501 -1.636 -1.947
H -0.031 -1.373 -1.084
H 3.063 -3.819 -0.589
H 5.494 -4.104 -0.851
H 7.007 -2.223 -0.305
H 6.096 -0.099 0.464
H 4.946 1.887 0.605
H 4.905 1.008 2.159

Computed properties:
E_LUMO in eV: 0.4
SMILES: COc1ccccc1CCNC(=O)C1CCN(C(=O)/C=C/c2ccccc2)CC1
Energy relative to the best compared isomer or geometry (same formula, charge and spin) in eV: 0.9898

These are the natural (NBO) partial charges, in e, on atoms 1 to 8: -0.253 0.200 -0.540 0.360 -0.315 -0.198 -0.233 -0.185



# 6
ORCA calculation (the ωB97M-V functional and the def2-TZVPD basis) on 6 unconnected molecules or ions with the total composition C24H28N3O11 in a non-equilibrium geometry.

Atoms and positions in Å:
C 4.483 0.566 2.519
C 3.677 -0.056 1.411
O 4.134 -0.538 0.364
N 2.168 -0.252 1.601
H 1.792 -0.110 0.661
H 2.075 -1.106 1.511
C 1.452 0.501 2.610
H 4.020 1.427 2.727
H 5.491 0.639 2.286
H 4.485 -0.130 3.430
H 0.437 0.515 2.571
H 1.814 1.426 2.595
H 1.709 0.405 3.625
C 2.100 -2.404 -2.872
C 0.882 -3.390 -2.986
O 0.891 -4.458 -3.594
N -0.304 -3.010 -2.040
H 0.051 -2.728 -1.055
H -0.529 -2.155 -2.407
C -1.450 -3.960 -1.988
H 1.880 -1.335 -2.824
H 2.906 -2.293 -3.716
H 2.882 -2.480 -2.062
H -2.106 -3.853 -2.818
H -2.085 -3.965 -1.140
H -1.022 -4.919 -2.037
N -0.249 0.156 -0.861
O -0.630 -0.085 -2.010
O -0.734 -0.307 0.121
O 1.009 0.450 -0.743
C -2.771 -2.280 1.771
C -1.553 -1.352 2.060
C -1.439 -0.543 3.358
O -0.477 0.130 3.567
C -2.482 -0.781 4.321
C -3.578 -1.709 4.111
C -3.792 -2.459 2.798
O -4.769 -3.118 2.668
H -2.852 -2.777 0.754
H -0.775 -1.278 1.137
H -2.530 -0.411 5.346
H -4.383 -1.757 5.024
C -2.591 2.542 2.919
C -4.016 2.055 3.290
C -4.804 1.394 2.209
O -6.014 1.150 2.422
C -4.228 1.238 0.896
C -2.801 1.630 0.621
C -2.012 2.339 1.629
O -0.849 2.700 1.444
H -2.088 3.106 3.836
H -4.538 2.028 4.281
H -4.889 0.850 0.014
H -2.365 1.312 -0.354
C 1.900 1.679 -3.654
C 1.623 3.205 -3.433
C 2.380 4.333 -4.315
O 2.086 5.515 -4.171
C 3.313 3.769 -5.173
C 3.591 2.382 -5.297
C 2.871 1.290 -4.608
O 3.082 0.066 -4.840
H 1.174 1.228 -3.013
H 1.068 3.556 -2.719
H 3.944 4.507 -5.749
H 4.362 1.914 -6.013

Computed properties:
E_LUMO in eV: -4.6
Charge: +1
Energy relative to the best compared isomer or geometry (same formula, charge and spin) in eV: 2.7351

These are the natural (NBO) partial charges, in e, on atoms 1 to 8: -0.709 0.721 -0.486 -0.557 0.475 0.393 -0.469 0.241



# 7
ORCA calculation (the ωB97M-V functional and the def2-TZVPD basis) on a single C24H28N6O3 molecule in a non-equilibrium geometry.

Atoms and positions in Å:
C -4.971 1.979 3.878
H -5.476 2.792 3.342
O -3.605 2.259 4.057
C -2.914 2.378 2.835
C -1.436 2.615 3.160
N -0.628 2.510 1.982
C 0.075 1.463 1.479
N 0.635 1.865 0.360
N 0.261 3.127 0.179
N -0.483 3.525 1.122
C 0.160 0.114 2.119
N 0.651 -0.950 1.286
C 2.031 -0.806 0.861
H 2.340 0.244 0.857
H 2.141 -1.181 -0.157
C 2.955 -1.626 1.784
C 2.651 -3.086 1.633
C 1.635 -3.676 2.374
C 1.310 -5.008 2.189
C 1.998 -5.770 1.260
C 3.012 -5.191 0.516
C 3.333 -3.858 0.700
H 4.125 -3.410 0.116
H 3.554 -5.780 -0.210
H 1.747 -6.810 1.117
H 0.517 -5.455 2.772
H 1.094 -3.082 3.095
H 3.992 -1.421 1.513
H 2.796 -1.314 2.817
C -0.287 -1.452 0.298
C -0.623 -0.468 -0.795
C 0.098 -0.352 -1.933
C -0.164 0.667 -2.896
C 0.598 0.819 -4.062
C 0.317 1.838 -4.950
C -0.740 2.722 -4.676
C -1.497 2.585 -3.540
C -1.220 1.556 -2.638
N -1.965 1.380 -1.503
C -1.742 0.431 -0.541
O -2.471 0.381 0.446
H -2.720 2.031 -1.321
H -2.304 3.273 -3.335
H -0.935 3.512 -5.384
O 0.989 2.078 -6.109
C 2.081 1.252 -6.432
H 2.864 1.307 -5.669
H 1.773 0.210 -6.563
H 2.470 1.633 -7.375
H 1.406 0.125 -4.233
H 0.912 -1.036 -2.130
H 0.143 -2.362 -0.126
H -1.209 -1.712 0.827
H -0.842 -0.158 2.465
H 0.817 0.195 2.996
H -1.303 3.616 3.577
H -1.108 1.874 3.892
H -3.305 3.223 2.249
H -3.022 1.464 2.235
H -5.113 1.047 3.317
H -5.399 1.878 4.872

Computed properties:
E_LUMO in eV: 0.3
SMILES: COCCn1nnnc1CN(CCc1ccccc1)Cc1cc2cc(OC)ccc2[nH]c1=O
Energy relative to the best compared isomer or geometry (same formula, charge and spin) in eV: 2.9768

These are the natural (NBO) partial charges, in e, on atoms 1 to 8: -0.244 0.164 -0.541 -0.085 -0.232 -0.194 0.348 -0.341



Copy entry 5 word for word.
ORCA calculation (the ωB97M-V functional and the def2-TZVPD basis) on a single C24H28N2O3 molecule.

Atoms and positions in Å:
C 4.294 1.421 1.352
H 3.623 2.176 1.761
O 3.466 0.438 0.779
C 4.046 -0.741 0.372
C 5.418 -0.907 0.236
C 5.938 -2.113 -0.203
C 5.094 -3.162 -0.508
C 3.727 -2.997 -0.363
C 3.179 -1.803 0.079
C 1.687 -1.676 0.213
H 1.419 -1.006 1.031
H 1.272 -2.662 0.428
C 1.041 -1.155 -1.075
N 1.173 0.281 -1.185
C 0.128 1.050 -1.530
O -0.929 0.584 -1.914
C 0.368 2.571 -1.518
C 1.298 3.069 -0.408
H 2.317 2.704 -0.543
C 0.753 2.639 0.965
N -0.671 2.381 0.878
C -1.107 1.118 1.152
O -0.360 0.313 1.694
C -2.493 0.767 0.804
C -2.850 -0.521 0.790
C -4.147 -1.069 0.441
C -5.284 -0.278 0.263
C -6.496 -0.850 -0.069
C -6.602 -2.222 -0.235
C -5.484 -3.021 -0.060
C -4.272 -2.451 0.278
H -3.402 -3.078 0.414
H -5.560 -4.091 -0.186
H -7.551 -2.665 -0.497
H -7.367 -0.224 -0.201
H -5.222 0.791 0.395
H -2.085 -1.244 1.048
H -3.183 1.547 0.532
C -1.351 3.396 0.109
H -1.014 4.362 0.500
C -0.991 3.273 -1.383
H -1.733 2.665 -1.902
H -0.965 4.262 -1.841
H -2.428 3.345 0.255
H 0.935 3.420 1.713
H 1.218 1.712 1.307
H 1.339 4.159 -0.474
H 0.802 2.811 -2.495
H 1.999 0.675 -0.765
H 1.501 -1.636 -1.947
H -0.031 -1.373 -1.084
H 3.063 -3.819 -0.589
H 5.494 -4.104 -0.851
H 7.007 -2.223 -0.305
H 6.096 -0.099 0.464
H 4.946 1.887 0.605
H 4.905 1.008 2.159

Computed properties:
E_LUMO in eV: 0.4
SMILES: COc1ccccc1CCNC(=O)C1CCN(C(=O)/C=C/c2ccccc2)CC1
Energy relative to the best compared isomer or geometry (same formula, charge and spin) in eV: 0.9898

These are the natural (NBO) partial charges, in e, on atoms 1 to 8: -0.253 0.200 -0.540 0.360 -0.315 -0.198 -0.233 -0.185